(1)
101
Properties=species:S:1:pos:R:3:mulliken_charge:R:1 method="wB97M-V/def2-TZVPD" homo_lumo_gap_ha="0.2439 / 0.2735" multiplicity=5 total_charge=+1
Cr -1.04 0.00 0.00 0.99
S -3.13 2.58 -1.29 0.34
Si 2.28 -0.11 -0.89 -4.03
O 0.73 -0.05 -0.41 3.85
O 2.86 1.40 -0.64 -0.43
O 3.10 -1.23 -0.02 0.40
O 2.37 -0.57 -2.45 0.27
O -2.36 1.56 -0.49 -0.73
N -3.09 -2.74 0.56 -0.63
N -2.05 -0.16 1.65 1.63
C -1.55 -1.88 -1.11 0.22
C -4.08 2.35 3.46 -0.87
C -0.06 2.00 2.05 -0.35
C -1.90 3.27 3.15 -0.79
C 4.20 -0.92 -3.96 -1.80
C 3.35 -2.81 -2.56 -1.47
C 3.04 2.71 -2.66 -1.31
C -2.12 -1.29 2.33 0.66
C -1.37 -1.17 -2.31 0.57
C -4.39 3.09 -0.18 -0.75
C -4.72 0.07 2.64 -1.74
C -5.37 -1.66 -0.80 -1.98
C 2.97 -1.55 -3.32 1.87
C 1.93 -1.87 -4.38 -1.80
C 3.54 -1.36 1.34 2.14
C 2.33 -1.34 2.27 -1.37
C 3.78 3.55 -0.43 -1.79
C -3.71 1.17 2.83 1.86
C -2.43 -0.60 -2.98 -1.76
C -3.72 -0.77 -2.47 -0.36
C 4.52 -0.25 1.69 -1.63
C -2.15 4.03 -1.29 -0.85
C -2.59 -2.58 1.72 0.67
C -2.40 1.06 2.37 -0.80
C -1.87 -1.28 3.81 -2.06
C 4.24 -2.71 1.41 -1.89
C -2.86 -1.95 -0.56 0.99
C 3.70 2.34 -1.33 1.74
C -3.96 -1.43 -1.28 0.63
C -2.69 -3.75 2.67 -1.80
C -1.48 2.10 2.52 1.05
C -3.19 3.40 3.62 -1.00
C -0.48 -2.89 -0.71 -0.96
C 5.08 1.74 -1.55 -1.38
H -2.69 4.83 -1.80 0.49
H 4.57 -1.56 -4.76 0.54
H -5.42 -1.83 0.28 0.38
H -2.27 -0.07 -3.91 0.52
H 4.61 -2.90 2.42 0.45
H 4.33 4.36 -0.91 0.40
H 4.91 -0.40 2.70 0.50
H 2.77 3.92 -0.20 0.30
H -1.74 -0.27 4.18 0.43
H 2.64 -1.43 3.31 0.61
H 4.28 3.30 0.51 0.35
H -5.10 2.45 3.83 0.48
H 1.06 -2.35 -3.94 0.36
H -4.96 3.90 -0.64 0.57
H 0.33 0.99 2.09 -1.17
H 4.03 0.73 1.65 0.21
H 0.07 2.38 1.03 0.16
H 2.47 -3.32 -2.16 0.25
H -3.38 -3.55 3.50 0.37
H -4.56 -0.37 -3.02 0.43
H -3.05 -4.61 2.11 0.44
H -0.94 -1.84 4.00 0.42
H 4.03 -2.59 -1.73 0.14
H 5.35 -0.25 0.99 0.31
H 2.35 -2.55 -5.13 0.46
H -1.18 4.08 3.29 0.52
H -1.72 -3.98 3.10 0.36
H 2.07 3.19 -2.48 0.22
H 3.85 -3.50 -3.25 0.52
H 3.55 -3.51 1.14 0.34
H 0.50 -2.54 -1.02 -0.34
H 1.61 -0.95 -4.89 0.37
H -1.24 3.80 -1.84 0.25
H 5.02 0.82 -2.14 -0.03
H -3.91 3.40 0.76 0.07
H 5.72 2.45 -2.07 0.52
H -5.04 2.23 -0.01 0.19
H -5.81 -2.53 -1.28 0.36
H 5.08 -2.73 0.72 0.40
H 1.65 -2.16 2.02 0.25
H 0.61 2.59 2.68 0.72
H 1.80 -0.40 2.15 -0.24
H -6.01 -0.80 -1.04 0.41
H 5.54 1.50 -0.59 0.21
H -0.43 -3.12 0.35 0.07
H -0.37 -1.13 -2.74 0.25
H 5.00 -0.82 -3.22 0.33
H -2.66 -1.77 4.38 0.45
H -0.69 -3.83 -1.24 0.46
H 2.88 1.82 -3.27 0.06
H -4.58 -0.47 1.70 0.06
H 3.96 0.06 -4.37 0.30
H -5.73 0.48 2.64 0.59
H -1.93 4.30 -0.25 0.23
H -4.68 -0.67 3.45 0.30
H -3.50 4.31 4.12 0.40
H 3.67 3.40 -3.22 0.50



(2)
100
Properties=species:S:1:pos:R:3:mulliken_charge:R:1 method="wB97M-V/def2-TZVPD" homo_lumo_gap_ha="0.2439 / 0.2816" multiplicity=3 total_charge=0
Pt -1.10 -0.65 1.26 3.42
Si 0.32 -1.47 -5.30 0.27
F -3.92 -1.06 0.56 -0.20
F -2.86 -2.97 1.10 -0.26
F -2.53 -1.95 -0.89 -0.17
O 2.25 2.21 -3.24 -0.32
O -1.25 1.33 0.65 -0.16
N -1.59 -0.54 3.22 -1.15
N 0.18 -2.15 1.68 0.50
C -4.55 -0.02 3.01 -1.79
C -0.60 2.30 1.48 0.58
C -0.99 -0.24 -5.82 -1.00
C 0.11 1.32 4.76 -1.98
C 1.80 -1.32 -6.45 -1.09
C 2.40 -3.23 -1.11 -0.84
C -3.25 3.06 4.76 -0.86
C 1.28 -3.14 -0.28 1.42
C -2.24 -1.51 5.44 -1.76
C 2.67 4.60 -3.80 -1.22
C -1.53 -1.50 4.08 1.89
C -2.16 0.68 3.68 -1.11
C 1.87 3.31 -4.07 -0.24
C 3.61 1.78 -3.38 -0.26
C 2.50 -0.47 2.20 -0.80
C -0.67 -2.63 3.89 -1.71
C -2.75 -1.75 0.46 -0.44
C -3.34 2.71 0.37 -1.03
C 3.52 -2.44 -0.89 -0.90
C 4.42 2.21 -2.16 -1.19
C -3.54 0.97 3.59 1.40
C -4.06 2.16 4.10 -0.46
C 0.21 3.40 0.79 -1.69
C -1.91 2.77 4.95 -0.80
C -1.36 1.58 4.45 1.32
C 1.28 -2.23 0.80 -1.34
C 0.11 -2.92 2.83 1.45
C 3.53 -1.55 0.18 -1.08
C 0.84 -1.25 -3.49 -0.17
C -2.21 1.89 -0.27 -0.62
C 0.07 -4.02 -0.58 -1.29
C 2.43 -1.44 1.03 1.22
C -0.36 -3.18 -5.59 -1.10
C 1.01 -4.16 2.89 -1.87
H 2.61 4.89 -2.75 0.26
H 2.40 -3.92 -1.95 0.48
H -3.66 3.98 5.16 0.43
H -0.37 3.94 0.05 0.40
H 4.46 3.29 -2.06 0.34
H 1.95 3.04 -5.12 0.32
H -1.18 -0.31 -6.90 0.31
H 0.96 -4.65 3.86 0.46
H 1.08 2.98 0.32 0.33
H -3.25 -1.10 5.38 0.30
H -2.66 1.07 -0.82 0.44
H 4.07 2.12 -4.30 0.41
H -1.34 2.77 2.13 0.03
H -1.94 -0.44 -5.32 0.32
H 0.87 -0.23 -3.19 0.29
H -3.85 2.13 1.14 0.04
H 1.53 -1.62 -7.46 0.34
H 0.55 0.56 4.12 0.04
H 0.56 4.12 1.52 0.45
H 3.49 -0.04 2.33 0.48
H -0.70 0.78 -5.61 0.29
H -1.09 -3.45 -4.82 0.33
H 3.98 1.80 -1.25 0.15
H 4.37 -2.52 -1.54 0.47
H 0.23 1.02 5.80 0.46
H 0.11 -4.43 -1.59 0.43
H 0.30 -1.95 -2.90 -0.08
H 2.17 -0.30 -6.50 0.30
H -4.08 2.98 -0.38 0.50
H 2.05 -3.90 2.72 0.32
H 2.24 -0.98 3.13 0.28
H -0.83 -3.42 -0.51 0.01
H -5.12 2.38 4.00 0.47
H 3.72 4.49 -4.07 0.32
H -1.29 3.46 5.51 0.49
H -5.40 -0.11 3.68 0.56
H 2.27 5.43 -4.39 0.41
H -4.13 -1.02 2.91 0.31
H -0.65 -3.31 4.73 0.36
H 0.71 -4.89 2.15 0.22
H 3.62 0.69 -3.43 0.29
H -0.86 -3.25 -6.56 0.30
H 0.07 1.75 2.13 -0.44
H -1.68 -0.93 6.17 0.28
H 0.43 -3.93 -5.58 0.32
H 4.41 -0.95 0.35 0.43
H 1.88 -1.55 -3.45 0.06
H 1.78 0.33 2.05 -0.18
H 5.45 1.84 -2.22 0.40
H -1.70 2.49 -1.02 0.42
H 0.70 2.23 4.61 0.43
H -4.93 0.32 2.05 0.32
H -2.97 3.63 0.82 0.27
H -2.36 -2.52 5.85 0.52
H 2.61 -1.96 -6.12 0.34
H 0.82 3.51 -3.89 0.30
H -0.02 -4.84 0.12 0.30



(3)
99
Properties=species:S:1:pos:R:3:mulliken_charge:R:1 method="wB97M-V/def2-TZVPD" homo_lumo_gap_ha=0.3101 multiplicity=1 total_charge=+1 e_above_lowest_kcal_mol=0.00
Lu 1.13 -0.64 1.10 0.48
S 0.49 -0.87 3.56 -0.45
Si -4.38 0.80 1.27 0.42
O 0.62 1.42 0.49 0.19
O -3.09 2.24 -1.66 -0.14
N 3.27 -1.22 0.97 0.92
N 1.99 -3.29 3.73 -0.55
N 0.97 -2.64 0.22 0.94
C -1.59 -2.49 -2.48 -0.98
C 0.89 -2.07 -2.59 -0.98
C 5.25 -2.60 1.37 -1.81
C -2.59 0.47 0.69 1.28
C -3.46 3.62 -1.67 -0.26
C 1.39 -2.27 3.65 0.70
C -1.48 -3.00 0.28 1.68
C -2.72 1.07 -3.78 -1.24
C 5.62 1.19 -0.63 -0.93
C 4.15 -0.09 0.80 -0.55
C 4.76 0.12 -0.46 1.20
C -3.69 1.43 -2.69 -0.36
C -5.68 0.75 -0.09 -0.90
C -1.45 -3.23 1.76 -1.31
C -4.89 -0.54 2.49 -1.14
C 3.99 0.41 3.29 -1.08
C -2.75 -2.82 -1.78 -1.18
C 4.48 0.73 1.90 1.05
C 1.51 3.42 1.74 -1.27
C -2.69 -3.08 -0.41 -0.74
C 0.36 2.80 -1.54 -1.50
C 1.78 -3.72 0.27 0.91
C -3.08 4.34 -2.96 -1.38
C 3.08 -3.63 0.77 -2.02
C 5.32 1.81 1.68 -0.70
C 5.89 2.05 0.43 -0.95
C 1.24 -5.04 -0.19 -1.57
C -4.49 2.51 2.06 -1.05
C -0.31 -2.68 -0.45 -0.85
C -0.36 -2.42 -1.84 1.07
C 4.54 -0.84 -1.59 -1.71
C 1.23 1.80 -0.81 0.56
C 3.79 -2.46 1.05 1.35
C 0.30 2.57 1.41 -0.39
H 1.34 0.86 -1.38 -0.38
H 4.70 -0.33 -2.54 0.50
H -1.62 -2.30 -3.56 0.49
H -3.70 -2.89 -2.31 0.48
H 4.66 0.91 4.00 0.57
H -2.04 -0.02 1.50 0.06
H -1.92 0.42 -3.39 0.01
H -2.02 1.36 0.36 -0.57
H 5.84 -2.55 0.45 0.21
H 5.60 -1.83 2.07 0.23
H 5.42 -3.59 1.82 0.55
H -2.62 -0.21 -0.17 -0.66
H -2.28 1.96 -4.24 0.35
H -1.54 -2.28 2.32 -0.01
H 2.38 2.84 2.06 0.19
H -5.85 -0.29 -0.43 0.29
H 1.79 4.07 0.91 0.29
H -0.67 2.43 -1.65 0.31
H -5.71 -0.18 3.14 0.34
H -4.12 3.28 1.36 0.23
H -2.03 4.18 -3.21 0.23
H 1.74 -2.72 -2.35 0.31
H 5.23 -1.70 -1.55 0.32
H -3.59 -3.35 0.15 0.43
H 6.56 2.90 0.29 0.44
H 3.52 -1.25 -1.62 0.10
H 3.60 -4.57 0.93 0.40
H -5.52 2.76 2.33 0.34
H -0.11 2.07 2.31 0.46
H -4.05 0.52 -2.18 0.18
H 1.24 4.09 2.57 0.47
H -3.71 4.00 -3.80 0.37
H 0.77 2.98 -2.54 0.54
H 0.41 -5.37 0.44 0.24
H -2.94 4.06 -0.81 0.26
H -4.06 -0.84 3.14 0.31
H -4.56 1.95 -3.12 0.52
H -5.26 -1.43 1.96 0.31
H 0.34 3.76 -1.02 0.34
H -3.25 0.51 -4.56 0.46
H -2.32 -3.84 2.05 0.59
H 2.98 0.79 3.49 0.11
H 4.00 -0.66 3.52 0.21
H -0.49 3.15 0.92 0.21
H 0.90 -4.99 -1.24 0.26
H -5.40 1.35 -0.97 0.11
H -4.55 3.70 -1.50 0.44
H 0.71 -2.16 -3.67 0.59
H 2.24 2.18 -0.59 0.34
H 5.55 2.47 2.53 0.44
H -6.64 1.14 0.27 0.42
H -3.87 2.55 2.97 0.31
H 2.03 -5.79 -0.13 0.52
H -3.25 5.41 -2.83 0.43
H -0.54 -3.73 2.11 0.23
H 1.21 -1.02 -2.41 0.05
H 6.09 1.33 -1.61 0.48



(4)
99
Properties=species:S:1:pos:R:3:mulliken_charge:R:1 method="wB97M-V/def2-TZVPD" homo_lumo_gap_ha="0.2447 / 0.2118" multiplicity=5 total_charge=+1 e_above_lowest_kcal_mol=58.51
Rh 0.02 0.24 1.28 0.11
S -0.34 -0.76 3.73 -0.21
Si 0.41 2.22 -1.81 0.32
O -1.08 -1.96 -3.49 0.12
O 0.38 -2.73 -1.73 -0.24
N -0.29 -0.14 6.65 -0.59
N 1.61 1.06 2.01 1.24
N -1.49 1.52 1.67 1.55
C -5.22 0.07 2.96 -0.89
C -4.19 0.34 3.86 -1.09
C -2.49 -1.88 -3.15 -0.12
C 2.23 -0.15 4.69 -2.13
C 2.74 -3.39 -1.49 -1.59
C -2.04 3.84 1.61 -1.70
C 0.27 0.60 -0.83 0.34
C -0.91 -2.14 -5.89 -1.44
C 5.21 -1.15 2.88 -0.80
C -1.97 1.28 4.33 -1.22
C -0.24 -4.07 -1.59 -0.47
C 2.83 0.30 2.31 -0.97
C -2.80 1.12 2.05 -0.47
C -3.64 1.18 -0.32 -0.72
C 1.45 2.33 2.42 0.55
C 0.29 3.09 2.19 -1.48
C 1.01 3.73 -0.86 -1.00
C 1.69 2.03 -3.19 -1.03
C -3.05 1.00 3.42 1.73
C 1.71 -2.76 -2.37 -0.17
C 3.12 -0.27 3.56 1.18
C 3.85 0.22 1.36 1.51
C 4.22 -1.06 3.83 -0.58
C -0.21 -4.92 -2.81 -1.05
C -1.26 2.71 -2.52 -0.86
C 2.64 3.01 3.02 -1.71
C -3.81 0.83 1.12 0.35
C -0.49 -1.39 -4.67 0.05
C -5.03 0.36 1.60 -0.88
C -0.27 -0.47 5.51 0.65
C -1.02 2.76 1.82 1.31
C -3.23 -3.08 -3.63 -1.34
C 3.76 0.93 0.05 -0.93
C 5.02 -0.50 1.65 -0.86
H 2.60 1.54 -2.81 0.24
H 2.50 -4.42 -1.28 0.39
H -4.29 0.06 4.91 0.43
H -2.86 3.77 2.35 0.41
H -0.95 0.84 3.77 -0.27
H 5.80 -0.51 0.88 0.48
H -0.73 -3.21 -5.79 0.29
H 0.20 4.17 -0.25 0.21
H -4.00 2.20 -0.54 0.33
H -1.56 4.81 1.72 0.51
H 0.43 4.15 2.34 0.25
H -0.50 -0.08 -1.31 -0.08
H -4.27 0.50 -0.93 0.48
H 3.71 -3.37 -1.99 0.44
H -1.81 2.30 4.60 0.20
H -6.20 -0.29 3.31 0.37
H 1.20 -0.03 -1.00 -0.35
H -2.50 3.79 0.61 0.16
H 1.98 3.02 -3.58 0.36
H -2.61 1.11 -0.69 -0.60
H 0.60 -1.43 -4.55 0.25
H 2.35 4.00 3.38 0.58
H 2.84 -2.85 -0.54 0.31
H -1.96 -1.99 -6.12 0.36
H -2.86 -0.96 -3.58 0.43
H 0.80 -5.28 -3.04 0.32
H 1.94 -1.72 -2.57 0.29
H 4.29 -1.51 4.82 0.46
H 3.45 3.14 2.28 0.27
H -1.78 1.84 -2.96 0.09
H 6.14 -1.68 3.11 0.38
H 2.88 1.58 -0.03 -0.62
H -1.25 -3.84 -1.28 0.45
H 1.85 3.49 -0.18 0.19
H -1.92 3.14 -1.75 0.21
H 1.37 4.50 -1.57 0.56
H 1.73 0.84 4.66 0.37
H -0.78 -0.34 -4.70 0.16
H -0.34 -2.22 -2.55 0.34
H 4.65 1.57 -0.11 0.44
H -0.35 -1.81 -6.76 0.42
H 3.72 0.23 -0.80 0.30
H -3.14 -3.21 -4.70 0.28
H 2.64 -0.28 5.70 0.51
H -2.53 -1.80 -2.06 0.20
H 1.29 1.43 -4.02 0.24
H -0.60 -4.42 -3.70 0.05
H 1.65 -3.29 -3.33 0.41
H -2.88 -3.99 -3.14 0.25
H 3.07 2.46 3.87 0.24
H -0.84 -5.80 -2.65 0.44
H 0.27 -4.55 -0.75 0.54
H -1.13 3.47 -3.31 0.43
H -5.84 0.26 0.87 0.48
H 1.62 -1.12 4.61 0.35
H -4.29 -3.00 -3.40 0.46
H -2.19 0.80 5.26 0.80